The following is a quantum chemistry calculation of a molecular structure, C30H35N2O6PdTe, from the OMol25 dataset.

```
75
Properties=species:S:1:pos:R:3:lowdin_spin:R:1
Te -3.614 0.319 -1.853 0.013
Pd -0.095 -0.470 -0.725 0.582
O -0.107 -2.461 0.306 0.010
O 0.383 -3.347 2.316 0.002
O 3.915 1.094 -1.576 0.000
O -0.984 0.063 2.108 0.013
O 1.966 0.007 -1.956 -0.002
O -0.330 1.413 -1.206 0.052
N -1.867 -0.440 0.034 0.147
N 1.737 -0.691 0.502 0.095
C -5.840 0.310 -5.727 0.000
C -1.264 0.218 -3.810 0.005
C 0.184 -1.683 -4.238 0.001
C 2.914 0.439 -1.247 0.002
C 1.628 -1.477 1.556 0.006
C -1.515 1.686 -4.015 0.001
C -7.036 2.040 -7.117 0.000
C 1.480 -2.210 -4.784 0.000
C -4.753 0.839 -3.627 0.011
C 0.225 2.370 -0.350 0.005
C -0.877 3.091 0.424 0.002
C -5.172 2.168 -3.791 0.001
C 3.709 -0.641 2.342 -0.003
C 2.833 -0.011 0.220 0.007
C -0.170 -0.354 -4.437 -0.001
C -0.630 -2.464 -3.442 0.000
C -3.355 -0.193 1.891 0.004
C -5.113 -0.099 -4.609 0.001
C -4.742 -1.555 -4.496 0.001
C 2.606 -1.465 2.537 0.004
C -2.544 -2.895 -1.931 0.001
C 3.856 0.066 1.153 0.004
C -1.931 -0.173 1.334 0.014
C -1.750 -1.943 -2.789 0.008
C -6.240 1.627 -5.904 0.000
C 0.506 -2.507 1.424 0.002
C -5.902 2.542 -4.919 0.000
C -2.047 -0.582 -2.951 0.009
C -4.833 3.236 -2.777 0.001
C 1.039 3.353 -1.189 -0.001
H -2.447 1.868 -4.558 0.000
H -1.579 3.542 -0.286 0.000
H -6.100 -0.431 -6.480 0.000
H 0.478 0.280 -5.034 0.000
H 1.514 -3.301 -4.751 0.000
H -3.678 -1.709 -4.684 0.000
H -2.695 -3.833 -2.474 0.000
H -1.415 2.377 1.046 0.000
H -1.999 -3.104 -1.009 0.000
H -5.310 -2.154 -5.211 0.000
H -3.766 -1.203 1.826 0.000
H -0.691 2.126 -4.578 0.000
H 1.643 -1.888 -5.815 0.000
H -8.061 1.662 -7.069 0.000
H 4.744 0.634 0.913 0.001
H 0.896 1.907 0.388 0.002
H -6.205 3.580 -5.031 0.000
H -6.589 1.652 -8.035 0.000
H 1.802 2.819 -1.755 0.000
H -1.564 2.174 -3.041 0.000
H -0.468 3.879 1.068 0.000
H -3.511 -2.483 -1.656 0.000
H 4.489 -0.595 3.096 0.000
H -3.751 3.371 -2.702 0.000
H -3.328 0.122 2.933 0.001
H 1.524 4.111 -0.562 0.000
H -7.087 3.127 -7.200 0.000
H -4.933 -1.925 -3.487 0.000
H -5.177 2.973 -1.776 0.000
H 2.301 -1.821 -4.176 0.000
H 2.497 -2.112 3.396 0.001
H -4.007 0.472 1.321 0.000
H -5.291 4.189 -3.055 0.000
H -0.369 -3.503 -3.264 0.000
H 0.372 3.863 -1.894 0.000
```

Net charge: -2
E_HOMO (alpha / beta) (eV): -2.0 / -2.0
HOMO-LUMO gap (alpha / beta) (eV): 6.0 / 6.0
Electronic energy (eV): -57717.1406
Multiplicity: 2



The following is a quantum chemistry calculation of a molecular structure, C3H9ClN2 at a distorted geometry, from the OMol25 dataset.

```
15
Properties=species:S:1:pos:R:3:lowdin_charge:R:1
Cl -1.987 -0.894 -1.469 0.544
N 0.421 1.647 1.289 -0.068
N 0.564 0.432 -1.319 -0.103
C -0.355 0.437 0.899 -0.323
C -0.621 -1.573 -0.521 -0.545
C 0.434 -0.478 -0.070 -0.462
H -1.346 0.730 0.232 0.119
H -0.461 -0.460 1.733 0.136
H -1.017 -2.072 0.315 0.037
H 1.134 1.261 -1.124 0.024
H -0.083 2.582 1.528 0.100
H 0.719 -0.192 -2.521 0.217
H 1.491 -0.767 0.440 0.164
H 1.349 1.655 1.841 0.098
H -0.240 -2.308 -1.252 0.061
```

E_HOMO (eV): -8.6
HOMO-LUMO gap (eV): 9.5
Electronic energy (eV): -18756.0305



The following is a quantum chemistry calculation of 7 unconnected molecules or ions with the total composition C11H32O8PS at a distorted geometry, from the OMol25 dataset.

```
53
Properties=species:S:1:pos:R:3:lowdin_charge:R:1
S -1.389 1.518 0.662 0.895
P -1.703 3.093 -0.846 0.908
O -2.386 -7.207 0.089 -0.051
O 2.158 4.296 -0.088 -0.054
O -4.312 -5.984 -1.846 -0.075
O 1.543 -3.106 -1.112 -0.053
O -0.035 -5.362 0.547 -0.040
O 2.837 -0.054 1.607 -0.037
O 3.882 -0.916 3.367 0.114
O 4.051 -2.445 0.222 -0.047
C -1.190 -0.078 -0.163 -0.355
C 1.444 -0.103 1.189 -0.189
C -2.924 1.399 1.383 -0.412
C -0.155 2.519 -3.164 -0.149
C -1.721 4.626 0.214 -0.410
C -3.898 1.412 2.083 0.145
C 2.946 -0.314 2.931 -0.342
C -1.388 4.435 1.706 -0.166
C -0.142 3.255 -1.807 -0.450
C 0.094 -0.196 -1.002 -0.207
C 1.395 0.235 -0.295 -0.158
H -0.471 3.870 1.865 0.054
H -0.077 0.295 -1.958 0.082
H -2.572 -7.277 1.030 0.050
H 1.642 1.286 -0.460 0.097
H 2.210 -0.324 -0.761 0.117
H 0.436 -4.839 -0.115 0.014
H -4.870 1.363 2.525 0.066
H 0.195 -1.260 -1.229 0.100
H 2.788 4.337 -0.816 0.057
H -3.734 -5.894 -2.609 0.024
H -0.244 3.230 -3.980 0.077
H 0.813 2.030 -3.292 0.076
H 1.046 -1.093 1.414 0.137
H 0.703 3.013 -1.169 0.024
H 0.938 0.673 1.768 0.094
H -2.060 -0.348 -0.761 0.112
H -0.916 1.744 -3.241 0.056
H 2.134 -3.011 -1.866 0.060
H -3.736 -6.325 -1.146 -0.013
H -0.953 5.283 -0.199 0.073
H 2.163 0.049 3.615 0.155
H -0.056 4.324 -2.008 0.083
H -1.245 5.407 2.179 0.084
H 4.270 -2.024 1.064 0.030
H 2.127 -3.405 -0.402 0.025
H -1.545 -6.733 0.044 0.008
H 4.906 -2.627 -0.182 0.057
H 0.360 -5.111 1.387 0.048
H 2.697 4.042 0.670 0.051
H -1.146 -0.814 0.643 0.101
H -2.676 5.130 0.088 0.077
H -2.234 3.986 2.225 0.056
```

Net charge: +1
E_HOMO (eV): -12.2
HOMO-LUMO gap (eV): 8.8
Electronic energy (eV): -48420.9800



The following is a quantum chemistry calculation of 2 unconnected molecules or ions with the total composition C2H6O2S at a distorted geometry, from the OMol25 dataset.

```
11
Properties=species:S:1:pos:R:3:lowdin_charge:R:1
S -1.590 -0.875 0.299 0.822
O 2.378 -1.241 0.142 -0.076
O -1.885 -0.547 -1.146 -0.600
C 1.258 -0.493 0.402 -0.137
C -1.639 0.705 1.147 -0.349
H -2.619 1.093 1.179 0.021
H 2.409 -1.582 -0.787 0.119
H 1.314 -0.075 1.362 0.039
H -1.118 0.561 2.039 0.005
H -1.004 1.380 0.410 0.091
H 1.089 0.204 -0.424 0.065
```

E_HOMO (alpha / beta) (eV): -8.1 / -8.5
HOMO-LUMO gap (alpha / beta) (eV): 7.6 / 9.0
Electronic energy (eV): -17097.8792



The following is a quantum chemistry calculation of a gas-phase ion, C6H8O3P (charge -1) at a distorted geometry, from the OMol25 dataset.

```
18
Properties=species:S:1:pos:R:3:lowdin_charge:R:1
P 1.255 -0.267 1.144 0.196
O 0.914 -1.538 1.791 -0.373
O -2.065 -4.315 -3.664 0.065
O 2.680 0.173 1.085 -0.413
C -0.617 -2.011 -1.169 -0.104
C 0.707 -0.170 -0.637 -0.279
C -1.232 -2.560 -2.244 -0.005
C -0.712 -0.658 -0.612 -0.317
C -1.454 -3.605 -2.931 -0.261
C 0.174 1.109 1.721 -0.204
H 0.599 1.807 1.036 0.002
H -0.927 0.901 1.598 0.032
H -1.290 0.051 -1.223 0.108
H -1.151 -0.726 0.483 0.126
H 0.357 1.182 2.883 0.076
H 1.403 -0.989 -0.976 0.091
H -0.036 -2.653 -0.489 0.124
H 0.759 0.936 -1.120 0.137
```

Net charge: -1
E_HOMO (eV): -4.8
HOMO-LUMO gap (eV): 7.6
Electronic energy (eV): -21783.1251



The following is a quantum chemistry calculation of a molecular structure, C19H40P2Re at a distorted geometry, from the OMol25 dataset.

```
62
Properties=species:S:1:pos:R:3:lowdin_spin:R:1
Re -0.934 -0.623 0.693 -0.076
P -0.393 1.106 -1.668 0.132
P -1.237 -2.160 -0.669 0.020
C -0.987 -0.098 4.163 0.016
C -1.629 2.110 -2.643 0.089
C -0.047 -2.112 1.791 0.005
C -0.607 -0.452 -2.668 0.040
C 2.453 1.940 -0.319 0.029
C 0.323 -3.025 -1.236 0.016
C -1.309 0.361 2.708 0.125
C 4.204 0.276 -1.188 0.084
C -1.944 -1.173 4.649 0.000
C -2.422 -3.515 -0.669 -0.003
C 1.847 3.318 -0.630 0.073
C 0.982 1.473 -2.941 0.163
C 3.355 -0.462 -1.874 0.695
C -1.671 2.048 -0.252 0.522
C -0.469 1.324 0.176 0.061
C 0.846 3.518 -1.478 0.642
C 3.915 1.726 -0.736 0.017
C -1.745 -1.366 -2.257 0.001
C 0.474 -0.444 4.414 0.001
H -2.628 1.507 -0.227 0.016
H 0.381 -0.947 -2.633 0.004
H 2.386 1.758 0.766 0.000
H 0.759 -1.391 3.956 0.000
H 0.625 1.184 -3.938 0.012
H -2.668 1.853 -2.399 0.003
H -1.496 1.961 -3.719 0.015
H 4.218 2.445 -1.518 -0.002
H 0.377 4.447 -1.812 0.045
H -0.578 -2.154 2.743 -0.004
H -1.925 -2.157 -2.995 0.000
H -0.785 -0.153 -3.711 0.003
H -2.679 -0.808 -2.105 0.000
H 0.127 -3.511 -2.201 0.002
H -1.743 -1.385 5.702 0.000
H -2.402 0.504 2.628 0.004
H 0.033 -3.114 1.364 0.003
H -0.837 1.349 2.603 0.013
H 2.436 4.131 -0.128 0.032
H 1.173 -2.334 -1.342 0.003
H -2.979 -0.841 4.559 0.000
H -1.650 3.136 -0.268 0.018
H -1.447 3.166 -2.420 0.004
H -1.853 -2.119 4.108 0.000
H 0.966 -1.710 1.936 0.003
H 1.885 1.129 -0.786 0.013
H -2.697 -3.753 -1.701 0.000
H 4.537 1.905 0.149 0.000
H -3.313 -3.203 -0.122 0.000
H 3.433 -1.458 -2.319 0.058
H -2.621 -0.826 0.823 0.001
H -1.980 -4.391 -0.192 0.000
H 1.138 0.340 4.039 0.000
H 0.661 -0.544 5.489 0.000
H -1.180 0.805 4.761 0.009
H 0.347 1.821 0.735 0.005
H 1.861 0.860 -2.733 0.035
H 1.291 2.537 -2.998 0.020
H 5.239 -0.029 -0.966 0.031
H 0.582 -3.782 -0.490 0.000
```

Net charge: +2
E_HOMO (alpha / beta) (eV): -14.6 / -15.2
HOMO-LUMO gap (alpha / beta) (eV): 6.2 / 6.6
Electronic energy (eV): -41028.6653
Multiplicity: 4



The following is a quantum chemistry calculation of C7H10O2 in the gas phase at a distorted geometry, from the OMol25 dataset.

```
19
Properties=species:S:1:pos:R:3:lowdin_charge:R:1
O 2.109 0.737 -0.472 0.017
O -0.698 2.198 0.655 0.113
C -0.183 1.117 0.416 -0.326
C -0.972 -1.481 -1.073 -0.081
C 0.787 0.917 -0.819 -0.346
C -0.125 -1.187 0.130 -0.080
C 0.474 1.337 -2.061 0.085
C -0.295 -0.312 2.532 -0.036
C -0.341 -0.160 1.050 -0.227
H -1.605 -2.345 -0.841 0.088
H -1.614 -0.642 -1.347 0.081
H 0.387 -2.077 0.504 0.117
H -0.577 0.616 3.037 0.085
H -0.565 1.450 -2.350 0.069
H -0.336 -1.769 -1.915 0.082
H 2.571 1.588 -0.444 0.118
H 0.716 -0.583 2.856 0.091
H 1.235 1.700 -2.741 0.070
H -0.968 -1.103 2.881 0.081
```

E_HOMO (eV): -8.6
HOMO-LUMO gap (eV): 8.1
Electronic energy (eV): -11512.6665



The following is a quantum chemistry calculation of a molecular structure, C46H59N5NaO3Se, from the OMol25 dataset.

```
115
Properties=species:S:1:pos:R:3:lowdin_charge:R:1
Se -1.596 -0.855 -2.151 1.145
Na -1.428 1.650 -0.639 0.232
O 0.074 1.663 -2.403 -0.194
O -2.377 3.457 -1.759 -0.193
O -1.038 -0.147 0.741 -0.150
N -0.666 3.231 3.056 0.071
N -4.550 2.869 0.600 0.120
N -1.668 3.862 2.342 0.047
N 0.298 2.684 0.983 0.161
N 2.279 1.422 0.992 0.157
C -2.044 -3.308 -0.756 -0.107
C 0.709 -1.434 2.940 -0.038
C 4.122 2.405 -1.954 -0.056
C -2.399 -5.652 0.124 -0.565
C 4.091 -2.200 0.170 -0.055
C -1.325 -1.396 0.641 -0.403
C -0.826 -2.922 4.183 -0.078
C -1.751 5.451 -2.841 -0.138
C -2.646 3.139 1.981 -0.103
C -3.789 3.739 1.264 -0.271
C 3.790 1.501 -4.257 -0.054
C 1.250 2.050 0.390 -0.135
C -1.637 -3.646 1.549 0.005
C 3.580 0.886 4.381 -0.089
C -5.555 3.350 -0.125 -0.143
C -5.857 4.699 -0.214 -0.077
C -4.022 5.113 1.252 -0.025
C -5.072 5.596 0.497 -0.075
C 0.289 2.709 2.376 -0.293
C -1.273 -2.320 1.742 -0.089
C 2.415 1.457 2.369 -0.195
C 0.323 -0.661 -2.126 -0.385
C 3.372 -2.722 -1.085 -0.554
C 1.540 2.154 4.491 -0.024
C 0.854 0.633 -2.372 -0.432
C -3.830 -5.766 -0.420 -0.058
C 3.067 1.931 -2.968 -0.528
C 1.430 2.117 3.102 -0.087
C -2.034 -4.182 0.324 -0.200
C 3.492 0.841 3.005 -0.023
C 3.034 -0.398 -2.048 -0.033
C 2.212 3.153 -3.322 -0.063
C 4.418 -3.152 -2.122 -0.055
C -2.578 3.204 -3.150 -0.184
C -1.431 -6.295 -0.880 -0.055
C -2.324 -6.450 1.427 -0.076
C 2.285 0.710 -2.442 -0.118
C -1.709 -1.975 -0.609 -0.441
C -2.628 4.595 -3.783 -0.145
C -1.383 4.484 -1.709 -0.182
C 2.603 1.544 5.128 -0.091
C -1.575 -0.639 3.599 -0.043
C 2.557 -3.952 -0.680 -0.065
C -0.760 -1.842 3.102 -0.529
C 1.104 -1.736 -1.758 -0.053
C 2.485 -1.614 -1.647 -0.186
H -3.652 4.971 -3.796 0.101
H -1.851 -3.256 4.362 0.083
H -1.408 4.919 -0.711 0.119
H -3.369 5.765 1.816 0.107
H -3.934 -5.232 -1.366 0.074
H 3.648 2.776 -1.042 0.070
H 4.367 2.334 -4.671 0.077
H 1.238 2.012 -0.692 0.103
H -0.218 -3.794 3.928 0.078
H 5.052 -2.314 -2.419 0.071
H -1.683 -7.348 -1.043 0.076
H -2.299 -3.662 -1.750 0.093
H -1.739 2.611 -3.526 0.109
H 1.723 3.576 -2.445 0.065
H -6.144 2.616 -0.666 0.105
H 3.064 1.178 -5.005 0.090
H -4.100 -6.813 -0.588 0.076
H 4.713 -1.333 -0.064 0.071
H -3.009 -6.052 2.178 0.084
H 4.734 -2.973 0.600 0.080
H -0.403 4.032 -1.884 0.096
H 1.093 -0.982 3.861 0.079
H -1.466 -5.786 -1.844 0.075
H -4.541 -5.333 0.286 0.086
H -6.687 5.031 -0.824 0.095
H -5.278 6.659 0.459 0.101
H -3.503 2.637 -3.251 0.126
H 3.929 -3.535 -3.019 0.087
H -2.597 -7.491 1.237 0.077
H 3.359 -1.902 0.925 0.073
H -2.310 6.308 -2.462 0.100
H -2.680 2.060 2.145 0.123
H 4.407 0.399 4.880 0.100
H 4.821 1.614 -1.679 0.070
H 2.886 0.855 0.415 0.136
H 3.222 -4.710 -0.257 0.081
H -0.858 5.829 -3.337 0.104
H 2.868 3.917 -3.754 0.079
H -2.259 4.587 -4.808 0.105
H -1.315 -6.437 1.845 0.082
H -0.439 -2.510 5.119 0.080
H -1.594 -4.306 2.404 0.076
H -0.405 -6.236 -0.511 0.082
H 2.675 1.571 6.208 0.096
H 1.321 -2.310 2.703 0.084
H 4.232 0.319 2.411 0.109
H 1.432 2.905 -4.039 0.086
H 4.703 3.229 -2.379 0.080
H -2.618 -0.925 3.760 0.087
H 0.764 2.660 5.049 0.108
H 2.046 -4.395 -1.537 0.086
H 4.473 0.669 -4.074 0.074
H -1.538 0.158 2.860 0.047
H 0.609 -2.662 -1.498 0.094
H 1.803 -3.705 0.070 0.083
H -1.167 -0.267 4.544 0.080
H 0.795 -0.718 2.125 0.066
H 5.064 -3.937 -1.717 0.077
H 4.117 -0.306 -2.056 0.096
```

Net charge: -1
E_HOMO (eV): -3.9
HOMO-LUMO gap (eV): 5.8
Electronic energy (eV): -132019.9956